Molecular formula: C3H2O3Zn
Method: DFT, ωB97M-V/def2-TZVPD

```
9
Properties=species:S:1:pos:R:3
O -1.48 -0.71 0.02
C -2.27 0.00 0.65
H -3.21 -0.48 0.98
H -2.00 1.03 0.88
O 0.24 -0.37 0.14
Zn -0.01 -0.60 -1.64
O 1.96 -0.36 -0.67
C 2.86 0.37 -0.36
C 3.91 1.12 0.00
```

As for the total charge: +2. The calculated total energy is -57671.048 eV. The calculation puts the LUMO energy (spin up / spin down) at -0.473 / -0.474 Ha. The energy relative to the best compared isomer or geometry (same formula, charge and spin) is 230.2 kcal per mole. As for the HOMO-LUMO gap (spin up / spin down): 6.272 / 6.061 eV.